1.
This record from OMol25 describes a structure of composition C13H34N2O5Tl. The level of theory is wB97M-V/def2-TZVPD.

XYZ file:
```
55
Properties=species:S:1:pos:R:3:forces:R:3:mulliken_charge:R:1
Tl -0.213673 0.110170 0.186657 1.97 -1.44 -0.36 2.46
C -0.553763 3.907650 -0.902403 0.89 -0.14 0.14 -0.93
O -0.724383 2.451570 -1.036153 -0.91 0.04 -0.29 -0.14
C -1.793583 2.223130 -1.952393 -0.16 -1.76 -2.01 -0.96
C -1.804993 0.720490 -2.525033 2.57 2.10 0.46 -1.01
N -2.069643 -0.141330 -1.355233 0.50 0.01 -3.68 -0.55
C -2.179023 -1.530800 -1.704823 0.71 -1.97 -0.38 -0.65
C -0.873763 -2.204160 -2.070733 0.50 0.18 -0.59 -0.77
O 0.072457 -2.212240 -0.995293 -2.14 1.12 0.48 -0.11
C 1.138507 -3.089140 -1.240303 -1.23 -3.38 -0.91 -1.10
H -1.484333 4.454480 -0.750393 -0.12 -0.39 0.19 0.44
H -0.074673 4.290710 -1.803433 -0.08 -0.08 -0.13 0.36
H 0.152667 4.034880 -0.082113 -0.78 0.35 -0.12 0.22
H -1.704333 2.834460 -2.850393 0.28 0.33 0.14 0.57
H -2.763653 2.471260 -1.521703 -0.10 -0.05 0.30 0.51
H -0.823673 0.471250 -2.928743 0.37 0.33 0.14 0.38
H -2.409183 0.602870 -3.424603 -0.95 -0.04 0.51 0.61
H -3.024823 0.186000 -1.331033 -0.50 -0.11 1.93 0.41
H -2.799873 -1.689470 -2.586573 -0.44 0.06 0.14 0.53
H -2.575413 -2.046790 -0.830333 -0.25 -0.42 -0.43 0.19
H -0.379343 -1.678530 -2.887653 -0.11 0.01 -0.37 0.42
H -1.085953 -3.208240 -2.438023 0.00 -0.13 0.27 0.55
H 0.716557 -4.081380 -1.400083 -0.32 -0.07 -0.54 0.40
H 1.802237 -3.279110 -0.396813 -1.69 -0.19 -0.27 0.13
H 1.704277 -2.763560 -2.113223 -0.46 -0.72 0.01 0.50
C 2.830107 -1.606340 -0.686233 2.50 1.46 0.65 -1.34
O 1.808397 -1.350150 0.289237 1.22 0.89 2.26 0.11
C 2.224007 -1.786050 1.634377 -1.37 -0.24 0.45 -0.49
C 0.961117 -1.842260 2.534557 0.29 -0.18 -1.18 -1.20
N 0.174507 -0.597570 2.550747 0.44 -0.30 -0.81 -0.34
C 0.773697 0.542920 3.225037 1.27 1.51 -1.16 -0.89
C 1.757007 1.408250 2.284857 0.30 0.00 1.26 -0.60
O 1.323867 1.515000 0.939977 -0.24 0.23 -1.03 -0.13
C 1.965027 2.592020 0.219357 -0.41 1.93 -0.86 -1.31
H 3.757657 -1.085820 -0.447903 -0.10 0.34 0.21 0.29
H 2.502267 -1.302660 -1.680413 0.12 0.24 0.45 0.33
H 3.009097 -2.681030 -0.652983 1.45 1.12 -0.26 0.60
H 3.028807 -1.209520 2.090487 -0.01 0.38 -0.46 0.46
H 2.556627 -2.824060 1.634647 0.24 -0.09 -0.54 0.45
H 1.167557 -2.176960 3.551147 0.43 0.14 0.02 0.57
H 0.251077 -2.555850 2.116557 0.29 -0.38 -0.10 0.43
H -0.604013 -0.876850 3.130417 -0.81 0.32 -0.27 0.28
H 1.389417 0.243550 4.073197 -0.20 -0.01 0.20 0.38
H -0.094783 1.121700 3.539477 0.48 0.51 0.22 0.50
H 2.807087 1.122030 2.225607 -0.10 -1.01 0.36 0.40
H 1.893207 2.432050 2.633287 -0.77 0.08 0.55 0.56
H 3.048887 2.668750 0.132997 0.13 -1.25 0.39 0.41
H 1.683477 3.551570 0.653067 0.10 -0.24 0.80 0.53
H 1.521117 2.721390 -0.767713 0.31 -0.98 0.00 0.44
C -3.185043 -0.138620 0.986047 -1.20 -1.43 -0.01 -0.60
O -2.104153 0.715430 0.767807 -1.10 3.02 2.51 -0.40
H -2.997213 -0.969610 0.306127 -0.57 -0.12 1.13 0.10
H -3.241153 -0.440570 2.031887 -0.31 -0.01 -0.16 0.31
H -4.071823 0.374380 0.613827 -0.31 -0.19 0.45 0.38
H -2.384473 1.600710 1.011327 0.41 0.62 0.29 0.33
```
Forces are in eV/Å.

As for the total energy: -31907.6143 eV. Its HOMO energy is -19.7187 eV. The lowest unoccupied orbital energy is -12.43 eV. The gap between HOMO and LUMO comes out at 0.268 Ha. Its total charge is +3.



2.
This record from OMol25 describes a structure of composition C46H57Ge2N2O2SeW. The level of theory is wB97M-V/def2-TZVPD.

XYZ file:
```
111
Properties=species:S:1:pos:R:3:forces:R:3:nbo_charge:R:1
W 0.424712 -0.472912 0.392721 0.08 0.82 -0.19 1.53
C 2.197300 -2.042877 -2.202977 0.13 -0.23 0.10 -0.63
C 1.519614 -1.159363 -3.196089 -0.36 0.28 -0.03 0.00
C 1.896794 -1.210956 -4.531424 0.00 0.02 -0.15 -0.20
C 1.259484 -0.444406 -5.493806 0.00 -0.01 -0.02 -0.13
C 0.199021 0.384905 -5.151345 0.10 -0.01 -0.10 -0.20
C -0.238995 0.462694 -3.842100 0.23 -0.16 0.24 0.01
C -1.397423 1.353661 -3.475259 -0.01 -0.05 -0.05 -0.65
C 0.448510 -0.308300 -2.877318 -0.12 0.45 -0.35 0.04
N -0.036966 -0.182749 -1.547488 0.29 -0.71 0.65 -0.45
C -1.168602 -0.788767 -1.132003 -0.80 0.40 0.30 0.15
C -1.819092 -1.949322 -1.799782 0.26 -0.28 0.04 -0.68
C -1.776113 -0.147552 0.074932 -0.60 -0.31 -0.94 0.18
C -2.702108 1.018509 0.006262 0.18 0.19 0.12 -0.68
N -1.465172 -0.853658 1.157724 0.55 0.14 0.23 -0.50
C -2.177925 -0.733995 2.424054 0.11 -0.16 -0.38 0.12
C -3.190681 -1.677084 2.626299 -0.03 0.03 0.09 -0.02
C -3.568381 -2.722864 1.610146 -0.01 0.02 0.06 -0.63
C -3.909564 -1.600842 3.812155 -0.04 -0.06 0.02 -0.18
C -3.644626 -0.617515 4.748289 -0.01 0.02 0.02 -0.16
C -2.653556 0.317308 4.505425 -0.01 0.00 0.04 -0.19
C -1.896321 0.282436 3.339570 0.01 -0.05 0.05 -0.05
C -0.849941 1.339699 3.131697 -0.04 0.06 0.05 -0.62
H 2.556888 -2.951568 -2.686112 0.01 0.07 -0.07 0.25
H 1.531105 -2.383757 -1.405065 -0.07 0.05 0.07 0.20
H 3.062029 -1.567811 -1.739147 0.00 0.04 0.06 0.24
H 2.701209 -1.876142 -4.820267 -0.01 0.01 -0.01 0.23
H 1.582457 -0.502142 -6.525190 0.00 0.01 0.02 0.24
H -0.289902 0.979872 -5.913079 0.00 -0.02 0.02 0.24
H -1.484077 2.176264 -4.182387 0.00 -0.03 -0.04 0.26
H -1.299930 1.786224 -2.479375 0.04 0.00 0.00 0.20
H -2.341738 0.801944 -3.515355 0.01 0.02 0.04 0.23
H -1.158692 -2.393411 -2.543320 -0.04 -0.10 0.03 0.26
H -2.733514 -1.615053 -2.296202 0.02 0.05 0.00 0.27
H -2.109636 -2.691333 -1.056849 -0.02 -0.06 -0.08 0.25
H -2.179063 1.899433 -0.368886 -0.08 0.03 0.01 0.25
H -3.118767 1.226682 0.990211 0.01 0.09 0.00 0.26
H -3.515238 0.803026 -0.688542 0.01 -0.04 0.01 0.26
H -2.749997 -2.969809 0.941069 0.06 0.00 -0.03 0.19
H -4.412653 -2.387070 1.002863 0.03 0.01 -0.02 0.24
H -3.877129 -3.641236 2.107178 -0.02 0.02 0.01 0.25
H -4.694488 -2.325308 3.993120 0.01 0.03 0.01 0.24
H -4.222558 -0.569158 5.661711 0.02 -0.01 -0.01 0.24
H -2.460957 1.099035 5.230030 -0.01 -0.01 -0.02 0.23
H -1.160974 2.272961 3.599558 -0.02 -0.02 0.01 0.25
H -0.692080 1.557525 2.074142 -0.02 -0.02 -0.06 0.18
H 0.107937 1.051747 3.562320 -0.02 0.01 0.01 0.24
O 1.335022 -0.485000 2.257385 0.36 -0.09 0.35 -0.69
C 2.538728 -0.582870 1.797623 -0.53 -0.38 0.01 0.84
O 2.593351 -0.694645 0.534789 0.10 -0.08 -0.28 -0.68
C 3.727811 -0.666066 2.670653 0.13 -0.40 -0.07 -0.51
C 4.025628 -2.164280 2.975543 -0.02 0.25 0.06 -0.81
Ge 4.142922 -3.453347 1.485716 -0.66 0.65 -0.27 1.59
C 2.434790 -4.292320 1.049463 -0.12 -0.43 -0.01 -0.48
C 2.496017 -5.656200 0.732279 -0.02 0.12 -0.03 -0.20
C 1.361012 -6.389766 0.404237 0.08 -0.05 0.00 -0.19
C 0.119859 -5.777879 0.388959 -0.02 0.04 0.00 -0.18
C 0.025295 -4.428376 0.704413 0.14 -0.18 -0.05 -0.16
C 1.164795 -3.709626 1.029239 -0.12 0.26 0.06 -0.15
C 5.193254 -4.899655 2.284066 0.35 -0.41 0.32 -0.19
C 6.482098 -5.233954 1.792153 0.22 -0.18 0.02 -0.22
C 7.241672 -6.181568 2.423203 0.02 0.25 -0.31 -0.13
C 6.735203 -6.846119 3.575462 -0.06 -0.06 0.11 0.07
C 5.452290 -6.540463 4.077906 -0.18 0.11 0.00 -0.23
C 4.698056 -5.596624 3.442901 0.01 -0.25 0.19 -0.09
C 5.076599 -2.873806 -0.086390 0.31 -0.05 -0.20 -0.42
C 5.034742 -3.702311 -1.210633 0.03 0.03 -0.05 -0.24
C 5.786101 -3.402107 -2.340124 -0.02 -0.01 0.03 -0.19
C 6.590453 -2.269605 -2.356731 0.00 -0.02 0.01 -0.18
C 6.647582 -1.440979 -1.243567 -0.06 -0.01 0.03 -0.20
C 5.898864 -1.746598 -0.113118 0.02 0.02 -0.02 -0.22
H 3.533003 -0.120660 3.592213 0.03 -0.02 0.04 0.27
H 4.566970 -0.214429 2.145317 -0.01 0.05 0.02 0.25
H 3.267101 -2.548343 3.660355 0.02 0.01 0.04 0.25
H 4.984040 -2.221421 3.492554 -0.03 0.11 0.10 0.26
H 3.454899 -6.165941 0.734512 -0.03 -0.05 -0.02 0.21
H 1.451092 -7.442550 0.169411 0.00 0.02 -0.01 0.24
H -0.767375 -6.347622 0.146916 0.01 0.00 -0.01 0.24
H -0.940502 -3.945356 0.719316 -0.04 0.06 0.03 0.20
H 0.999260 -2.665701 1.312411 0.27 -0.24 0.21 0.13
H 6.874956 -4.733446 0.914878 -0.08 0.04 0.01 0.26
H 8.227741 -6.427834 2.050334 -0.01 -0.04 0.06 0.26
H 7.338762 -7.598574 4.068917 0.01 0.00 -0.02 0.25
H 5.075173 -7.054404 4.951763 0.04 -0.01 -0.01 0.26
H 3.706204 -5.378606 3.823202 0.01 0.07 -0.08 0.23
H 4.412023 -4.592451 -1.212593 0.00 0.03 -0.02 0.22
H 5.754524 -4.056943 -3.201907 0.00 0.01 0.02 0.24
H 7.189698 -2.044318 -3.229148 -0.02 0.01 0.00 0.24
H 7.286883 -0.567369 -1.251317 -0.01 -0.02 0.01 0.24
H 5.978186 -1.099599 0.753373 0.02 -0.02 -0.01 0.20
C 1.122201 4.477536 3.084739 -0.02 -0.01 0.14 -1.10
Ge 1.082371 5.016026 1.220659 0.02 -0.33 -0.05 1.63
C -0.124737 6.471525 0.872029 -0.07 0.19 -0.01 -1.09
C 2.869436 5.264259 0.511233 0.13 0.10 -0.06 -1.10
C 0.311766 3.409015 0.251874 -0.03 0.05 -0.16 -1.02
Se 1.531328 1.912360 0.417654 0.01 0.18 0.12 0.60
C 2.346238 1.987773 -1.336479 0.07 0.14 0.04 -0.77
H 1.752986 5.160407 3.655042 -0.03 -0.01 0.00 0.26
H 1.525910 3.470843 3.212374 0.00 0.02 -0.01 0.22
H 0.119157 4.511929 3.511895 0.03 -0.01 0.02 0.24
H 0.210869 7.337320 1.444952 -0.07 0.03 -0.04 0.26
H -1.137906 6.224336 1.188203 0.00 0.03 0.00 0.25
H -0.133639 6.741947 -0.183313 -0.01 0.01 0.02 0.25
H 3.393836 5.995818 1.127623 0.01 0.00 -0.04 0.27
H 2.841297 5.647246 -0.509782 0.02 -0.02 0.02 0.25
H 3.459691 4.346015 0.534913 -0.01 0.00 0.02 0.22
H 0.178542 3.584766 -0.816013 -0.08 0.00 0.00 0.25
H -0.643015 3.138778 0.697746 0.01 -0.01 0.02 0.24
H 2.839373 2.956301 -1.383176 0.03 -0.01 -0.05 0.26
H 1.587562 1.903739 -2.108026 0.00 -0.01 -0.01 0.24
H 3.078011 1.186671 -1.400521 -0.02 -0.03 -0.01 0.26
```
Forces are in eV/Å.

As for the total energy: -235879.9945 eV. Its HOMO energy (alpha / beta) is -15.4590 / -15.4416 eV. The multiplicity is 3. The lowest unoccupied orbital energy (alpha / beta) is -9.20 / -11.35 eV. The gap between HOMO and LUMO (alpha / beta) comes out at 0.230 / 0.150 Ha. Its total charge is +3.



3.
This record from OMol25 describes a cluster of 8 separate species, C14H34ClN5O12 in total. The level of theory is wB97M-V/def2-TZVPD.

XYZ file:
```
66
Properties=species:S:1:pos:R:3:forces:R:3:nbo_charge:R:1
O -42.143547 -7.545180 1.180549 0.35 -0.20 0.32 -0.85
H -41.390147 -6.941593 1.439703 -0.16 0.02 0.02 0.57
H -42.943872 -7.091531 0.811807 0.35 -0.19 -0.18 0.56
H -41.835443 -8.305696 0.594698 -0.08 -0.08 -0.43 0.55
Cl -40.697104 -8.581889 4.494517 -0.55 -0.31 -0.67 2.55
O -40.212639 -8.680594 3.124388 0.19 0.33 0.08 -0.90
O -40.709624 -9.898597 5.060069 0.22 0.19 0.35 -0.84
O -39.870207 -7.665453 5.246665 0.15 -0.14 -0.05 -0.87
O -42.052219 -8.057680 4.466332 -0.08 0.18 -0.05 -0.91
O -45.437002 -5.019931 2.242137 0.61 0.03 0.23 -0.67
C -44.229175 -4.869212 2.453245 -1.24 -0.51 -0.79 0.69
N -43.363485 -4.835407 1.395996 -0.02 0.39 0.78 -0.84
C -43.625540 -4.828669 3.824611 0.47 0.59 -0.24 -0.73
H -42.441799 -4.449195 1.524343 0.16 -0.30 -0.11 0.42
H -43.754139 -4.922049 0.476029 -0.07 0.27 0.01 0.39
H -43.198141 -3.828630 3.958066 0.19 -0.14 0.06 0.23
H -42.822482 -5.566496 3.874538 -0.01 0.01 0.21 0.26
H -44.348853 -4.968837 4.617849 -0.23 -0.22 -0.16 0.24
O -38.710073 -7.795712 0.286990 -0.18 0.18 -0.21 -0.62
C -38.007682 -8.759256 0.493585 0.23 -0.14 0.30 0.69
N -38.415602 -10.050598 0.299115 -0.04 0.13 -0.19 -0.83
C -36.539898 -8.611152 0.855827 -0.46 -0.70 -0.12 -0.71
H -39.354259 -10.182998 -0.044299 0.01 0.12 0.30 0.40
H -38.007665 -10.763917 0.875481 0.01 -0.13 -0.11 0.39
H -36.103866 -8.249290 -0.074839 0.38 0.28 0.29 0.24
H -36.079901 -9.565761 1.110443 0.02 -0.02 -0.10 0.21
H -36.413265 -7.955481 1.704301 0.06 0.47 -0.09 0.23
O -41.559432 -9.430130 -0.584458 0.17 0.23 -0.09 -0.67
C -41.691689 -10.608986 -0.259699 -1.08 -0.18 0.27 0.70
N -41.514271 -11.622651 -1.167402 0.40 0.80 0.32 -0.81
C -42.180095 -10.987566 1.093359 1.02 -0.65 0.78 -0.77
H -41.127377 -12.468181 -0.779301 -0.25 -0.22 -0.25 0.40
H -41.147341 -11.295404 -2.050337 0.16 -0.26 -0.02 0.40
H -41.391354 -10.816339 1.840872 0.08 0.21 -0.20 0.27
H -42.414657 -12.049752 1.174909 -0.23 0.09 -0.17 0.22
H -43.023225 -10.389859 1.443009 0.00 -0.11 -0.38 0.31
O -44.796060 -10.053222 1.849838 -0.23 0.54 -0.21 -0.66
C -45.277109 -8.928788 1.978618 0.14 -0.75 0.78 0.68
N -44.725861 -7.985342 2.784689 -0.78 -0.62 -1.01 -0.84
C -46.596411 -8.577023 1.350792 -0.67 0.57 -0.07 -0.71
H -45.303842 -7.169058 2.898835 0.59 0.37 0.39 0.41
H -43.852677 -8.193945 3.254616 -0.05 0.29 0.27 0.45
H -47.145591 -9.456298 1.030280 0.25 -0.22 0.06 0.24
H -46.493126 -7.922050 0.484084 0.28 -0.03 0.03 0.23
H -47.231635 -8.035630 2.059724 0.11 -0.02 -0.01 0.22
O -44.103978 -7.040597 -0.458680 -0.16 -0.13 0.15 -0.68
C -44.400588 -6.416579 -1.465864 0.28 0.57 -0.30 0.70
N -45.551344 -5.693156 -1.519127 0.68 -0.50 0.62 -0.81
C -43.489377 -6.357494 -2.656089 -0.01 -0.29 -1.14 -0.72
H -45.719866 -5.051875 -2.270419 -0.12 0.12 0.05 0.40
H -45.938093 -5.552589 -0.591936 -0.47 0.19 -0.27 0.42
H -43.912307 -5.791515 -3.489671 -0.08 0.02 0.14 0.21
H -43.292136 -7.361529 -3.039579 -0.14 -0.06 0.23 0.26
H -42.499331 -5.944253 -2.464846 -0.15 0.09 0.54 0.25
O -40.597628 -5.553398 1.854692 0.12 -0.35 0.04 -0.65
C -39.858134 -5.060830 2.672561 0.51 0.64 -1.38 0.86
O -40.233810 -3.894459 3.224140 -0.47 -0.34 0.50 -0.49
C -39.456896 -3.639417 4.391382 0.51 0.05 0.93 -0.08
C -38.121530 -4.333082 4.146295 0.33 -0.08 -0.88 -0.43
C -38.468243 -5.429817 3.106684 -0.56 -0.63 2.11 -0.56
H -39.914425 -4.042026 5.301211 -0.41 -0.19 -0.38 0.19
H -39.403532 -2.563950 4.540189 0.15 0.04 -0.26 0.20
H -37.718446 -4.835921 5.018372 0.09 0.41 0.25 0.23
H -37.419404 -3.603922 3.741071 0.20 -0.17 0.08 0.21
H -38.589752 -6.356459 3.690460 -0.24 -0.02 -0.18 0.30
H -37.702303 -5.710446 2.400979 -0.27 0.46 -0.80 0.26
```
Forces are in eV/Å.

As for the total energy: -59608.5371 eV. Its HOMO energy is -9.0588 eV. The lowest unoccupied orbital energy is 0.33 eV. The gap between HOMO and LUMO comes out at 0.345 Ha.